6 unconnected molecules or ions with the total composition C37H78O17P, computed with the ωB97M-V functional and the def2-TZVPD basis.

Atoms and positions in Å:
C: -1.978 2.886 -0.088
C: -0.518 2.791 0.363
C: 0.498 3.255 -0.693
C: 1.017 2.131 -1.595
C: -0.032 1.613 -2.595
C: 0.544 1.175 -3.942
C: 1.665 0.117 -3.896
C: 1.514 -1.070 -2.931
C: 0.834 -2.331 -3.496
C: -0.565 -2.150 -4.089
C: -1.694 -1.778 -3.104
C: -1.541 -2.281 -1.667
C: -2.465 -1.569 -0.667
C: -3.975 -1.677 -0.943
C: -4.757 -0.410 -0.547
P: -5.590 0.678 -1.876
O: -4.077 0.684 -2.808
C: -4.350 0.365 -4.133
C: -5.401 -0.767 -4.121
O: -6.027 -0.759 -2.881
H: -2.662 2.731 0.751
H: -2.241 2.151 -0.853
H: -2.192 3.873 -0.509
H: -0.291 1.755 0.641
H: -0.387 3.399 1.264
H: 1.347 3.743 -0.198
H: 0.030 4.029 -1.317
H: 1.919 2.462 -2.121
H: 1.307 1.298 -0.942
H: -0.773 2.397 -2.778
H: -0.578 0.786 -2.139
H: 0.959 2.071 -4.422
H: -0.272 0.844 -4.591
H: 1.791 -0.292 -4.907
H: 2.607 0.632 -3.678
H: 1.014 -0.779 -2.004
H: 2.526 -1.375 -2.632
H: 0.802 -3.087 -2.704
H: 1.484 -2.748 -4.277
H: -0.504 -1.384 -4.870
H: -0.835 -3.073 -4.614
H: -1.863 -0.701 -3.104
H: -2.625 -2.200 -3.494
H: -0.515 -2.160 -1.307
H: -1.769 -3.357 -1.650
H: -2.171 -0.517 -0.590
H: -2.246 -2.020 0.312
H: -4.166 -1.936 -1.983
H: -4.366 -2.506 -0.341
H: -4.074 0.263 -0.017
H: -5.554 -0.665 0.161
H: -6.173 1.524 -2.907
H: -5.238 1.858 -1.107
H: -6.875 0.595 -1.220
H: -3.433 0.019 -4.627
H: -4.711 1.242 -4.692
H: -4.903 -1.739 -4.285
H: -6.129 -0.622 -4.935
C: 0.177 5.916 6.771
C: 1.279 6.635 6.026
O: 2.346 5.740 5.655
C: 2.091 4.977 4.588
O: 1.095 5.006 3.918
O: 3.137 4.171 4.399
C: 2.981 3.238 3.323
H: 0.581 5.401 7.644
H: -0.568 6.637 7.109
H: -0.316 5.189 6.128
H: 1.765 7.376 6.658
H: 0.901 7.127 5.131
H: 2.715 3.742 2.396
H: 2.217 2.502 3.565
H: 3.943 2.745 3.213
C: 0.073 -3.665 3.676
C: -0.660 -2.382 3.354
O: -0.643 -1.470 4.471
C: 0.494 -0.817 4.661
O: 1.498 -0.911 4.001
O: 0.382 -0.103 5.786
C: 1.582 0.564 6.173
H: -0.342 -4.126 4.572
H: -0.036 -4.362 2.844
H: 1.135 -3.479 3.835
H: -1.715 -2.568 3.173
H: -0.240 -1.889 2.478
H: 1.967 1.175 5.360
H: 2.343 -0.160 6.466
H: 1.322 1.190 7.022
C: 5.756 2.913 5.863
C: 6.892 3.312 6.776
O: 7.658 2.172 7.218
C: 8.527 1.694 6.333
O: 8.764 2.149 5.244
O: 9.110 0.614 6.861
C: 10.057 -0.024 6.000
H: 5.121 2.172 6.350
H: 5.147 3.784 5.622
H: 6.139 2.488 4.935
H: 6.518 3.750 7.699
H: 7.561 4.024 6.296
H: 10.806 0.686 5.658
H: 9.553 -0.459 5.137
H: 10.515 -0.804 6.600
C: 5.842 0.127 -9.522
C: 4.817 -0.980 -9.632
O: 5.037 -2.014 -8.656
C: 4.615 -1.723 -7.423
O: 4.060 -0.710 -7.086
O: 4.909 -2.751 -6.630
C: 4.514 -2.574 -5.264
H: 6.851 -0.279 -9.599
H: 5.695 0.845 -10.330
H: 5.744 0.653 -8.574
H: 4.898 -1.496 -10.587
H: 3.803 -0.597 -9.523
H: 3.457 -2.326 -5.195
H: 5.104 -1.787 -4.797
H: 4.706 -3.524 -4.774
C: -7.033 -3.222 -0.770
C: -8.210 -4.093 -1.126
O: -8.284 -5.285 -0.298
C: -8.801 -5.118 0.906
O: -9.284 -4.114 1.362
O: -8.717 -6.287 1.564
C: -9.218 -6.241 2.899
H: -6.114 -3.807 -0.810
H: -6.939 -2.393 -1.477
H: -7.139 -2.807 0.232
H: -8.111 -4.491 -2.134
H: -9.155 -3.557 -1.052
H: -10.240 -5.865 2.916
H: -8.594 -5.601 3.521
H: -9.184 -7.265 3.260

Calculated values
E_HOMO in eV: -4.2153
Charge: -1
Strongest force on any atom in eV/Å: 0.734